Record 1
Here is an isolated ion of composition C5H9N2OS and charge +1 from the OMol25 dataset. Energies are from the ωB97M-V functional and the def2-TZVPD basis.

The HOMO energy (alpha / beta) is -0.4884 / -0.4874 hartree. Its HOMO-LUMO gap (alpha / beta) is 6.43 / 5.79 eV. Its structure (SMILES) is C=C(/[NH+]=C/N=O)SCC. As for the relative energy (zero: lowest compared OMol25 entry of this formula, charge and spin): 650.18 kJ/mol. The charge is +1. The total energy is -21180.8315 eV.

Each line ends with the natural charge from an NBO analysis.
CARTESIAN COORDINATES (ANGSTROEM)
C  0.57  -2.42  -0.51  -0.368
C  2.85  0.08  0.49  0.174
C  1.04  -1.34  0.08  -0.029
C  -0.55  2.00  -0.38  -0.607
C  -1.04  0.73  0.39  -0.509
N  3.89  0.56  0.06  0.251
N  2.43  -1.15  0.06  -0.545
O  4.85  1.27  -0.06  -0.039
S  0.18  -0.31  1.28  0.303
H  -0.38  -2.78  -0.11  0.245
H  1.21  -3.19  -0.99  0.229
H  2.17  0.70  1.10  0.307
H  -1.37  2.28  -0.95  0.235
H  -0.43  2.68  0.36  0.216
H  0.23  1.86  -1.10  0.209
H  -1.45  -0.02  -0.24  0.227
H  -1.91  1.03  0.88  0.259
H  2.95  -1.69  -0.63  0.442



Record 2
Here is C9H15HgO3P as an isolated structure from the OMol25 dataset. Energies are from the ωB97M-V functional and the def2-TZVPD basis.

The HOMO energy is -0.6419 hartree. Its HOMO-LUMO gap is 9.28 eV. The charge is +2. The total energy is -29163.7911 eV.

Each line ends with the natural charge from an NBO analysis.
CARTESIAN COORDINATES (ANGSTROEM)
O  0.07  3.35  -3.70  -0.343
C  0.08  2.27  -3.30  0.427
Hg  -0.10  -0.01  -2.16  1.133
C  2.06  -1.18  -3.26  0.432
C  -1.90  -1.18  -3.28  0.429
O  2.96  -1.70  -3.69  -0.342
O  -2.84  -1.71  -3.70  -0.322
C  -2.54  0.51  1.21  -0.613
C  -1.08  0.94  1.29  -0.793
P  0.00  0.17  0.15  1.009
C  1.51  1.13  0.09  -0.749
C  2.11  1.19  1.46  -0.639
C  -0.20  -1.62  0.26  -0.753
C  0.10  -2.06  1.66  -0.642
H  -2.99  0.80  0.26  0.224
H  -3.07  1.01  2.02  0.269
H  -2.65  -0.58  1.35  0.224
H  -0.95  2.06  1.16  0.284
H  -0.59  0.66  2.24  0.278
H  2.23  0.72  -0.67  0.254
H  1.25  2.13  -0.29  0.269
H  2.35  0.19  1.83  0.226
H  3.03  1.78  1.41  0.267
H  1.42  1.68  2.17  0.229
H  -1.23  -1.88  -0.05  0.270
H  0.44  -2.15  -0.49  0.254
H  -0.60  -1.60  2.38  0.228
H  -0.01  -3.15  1.72  0.266
H  1.13  -1.79  1.94  0.226



Record 3
Here is a 3-piece molecular cluster, C24H52Br2N2O3P overall from the OMol25 dataset. Energies are from the ωB97M-V functional and the def2-TZVPD basis.

Its expectation value of S² is 0.75. Its multiplicity is 2. The HOMO energy (alpha / beta) is -0.2924 / -0.3392 hartree. Its HOMO-LUMO gap (alpha / beta) is 8.38 / 9.66 eV. The charge is 0. The total energy is -184228.7769 eV.

Each line ends with the Löwdin spin population.
CARTESIAN COORDINATES (ANGSTROEM)
C  -4.86  -1.93  4.56  0.000
C  -5.07  -0.45  4.26  0.000
Br  -6.90  -0.25  3.60  0.000
C  -3.98  0.32  3.48  0.000
Br  -4.55  2.20  3.56  0.000
C  -3.42  -0.06  2.06  0.000
P  -2.14  1.26  1.70  0.000
N  -1.23  1.50  2.93  0.001
O  -2.86  2.48  0.96  0.000
O  -1.30  0.65  0.47  0.009
C  -2.55  -1.35  2.14  0.001
C  -2.63  -2.32  0.93  0.026
C  -1.26  -2.97  0.74  0.001
C  -3.68  -3.44  1.12  0.022
N  -2.97  -1.59  -0.32  0.404
O  -2.67  -2.17  -1.40  0.483
C  -4.14  -0.67  -0.40  0.024
C  -3.77  0.49  -1.34  0.008
C  -5.33  -1.42  -1.00  0.017
C  -4.53  -0.22  1.02  -0.001
H  -5.00  -2.56  3.69  0.000
H  -3.85  -2.09  4.98  0.000
H  -5.58  -2.24  5.32  0.000
H  -5.12  0.07  5.22  0.000
H  -3.11  0.33  4.16  0.000
H  -1.22  2.45  3.27  0.000
H  -3.80  2.55  1.16  0.000
H  -0.43  0.42  0.82  0.000
H  -2.78  -1.92  3.03  0.000
H  -1.50  -1.05  2.27  0.000
H  -1.34  -3.98  0.32  0.000
H  -0.74  -3.05  1.70  0.000
H  -0.66  -2.38  0.05  -0.001
H  -3.72  -4.04  0.21  0.002
H  -3.38  -4.08  1.95  0.003
H  -4.68  -3.05  1.32  0.000
H  -2.70  0.66  -1.37  -0.001
H  -4.10  0.26  -2.36  0.000
H  -4.27  1.41  -1.04  0.000
H  -6.16  -0.71  -1.14  0.001
H  -5.06  -1.83  -1.98  0.002
H  -5.69  -2.23  -0.36  0.000
H  -5.24  -0.95  1.42  0.000
H  -5.11  0.71  0.93  0.000
C  4.82  -2.26  -2.88  0.000
C  4.47  -2.64  -1.45  0.000
C  3.01  -3.07  -1.27  0.000
C  1.98  -2.00  -1.65  0.000
C  2.14  -0.67  -0.92  0.000
C  2.00  -0.78  0.59  0.000
H  4.22  -1.42  -3.23  0.000
H  5.87  -1.97  -2.96  0.000
H  4.66  -3.10  -3.57  0.000
H  4.68  -1.79  -0.79  0.000
H  5.12  -3.45  -1.11  0.000
H  2.85  -3.37  -0.23  0.000
H  2.82  -3.96  -1.88  0.000
H  0.98  -2.40  -1.46  0.000
H  2.03  -1.82  -2.73  0.000
H  1.38  0.02  -1.30  0.000
H  3.10  -0.22  -1.16  0.000
H  1.03  -1.21  0.86  0.000
H  2.08  0.20  1.07  0.000
H  2.76  -1.42  1.03  0.000
C  4.31  6.11  -2.15  0.000
C  3.58  4.79  -2.36  0.000
C  3.70  3.83  -1.17  0.000
C  5.13  3.40  -0.84  0.000
C  5.89  2.74  -1.99  0.000
C  5.23  1.47  -2.49  0.000
H  5.38  5.97  -2.02  0.000
H  4.17  6.77  -3.01  0.000
H  3.93  6.63  -1.27  0.000
H  3.95  4.30  -3.27  0.000
H  2.52  4.98  -2.54  0.000
H  3.09  2.94  -1.37  0.000
H  3.27  4.30  -0.29  0.000
H  5.10  2.71  0.01  0.000
H  5.70  4.27  -0.49  0.000
H  6.91  2.52  -1.65  0.000
H  6.00  3.45  -2.82  0.000
H  5.13  0.73  -1.68  0.000
H  5.82  1.00  -3.29  0.000
H  4.23  1.66  -2.89  0.000



Record 4
Here is a single C5H7N molecule from the OMol25 dataset. Energies are from the ωB97M-V functional and the def2-TZVPD basis.

The HOMO energy is -0.3338 hartree. Its HOMO-LUMO gap is 10.04 eV. Its structure (SMILES) is C#C/C(C)=N/C. As for the relative energy (zero: lowest compared OMol25 entry of this formula, charge and spin): 343.05 kJ/mol. The charge is 0. The total energy is -6784.9572 eV.

Each line ends with the natural charge from an NBO analysis.
CARTESIAN COORDINATES (ANGSTROEM)
C  -0.69  -0.82  2.79  -0.159
C  -0.27  -0.36  1.76  -0.079
C  -0.06  0.00  0.42  0.194
C  1.09  1.05  0.17  -0.670
C  -0.53  -0.48  -2.00  -0.454
N  -0.74  -0.50  -0.55  -0.384
H  -0.94  -1.19  3.79  0.242
H  1.25  0.99  -0.88  0.205
H  0.78  2.05  0.56  0.231
H  2.06  0.79  0.75  0.225
H  -0.68  -1.54  -2.22  0.240
H  0.27  0.15  -2.22  0.188
H  -1.56  -0.14  -2.37  0.220



Record 5
Here is C49H34Br2F3N2OP2RhTe as an isolated structure from the OMol25 dataset. Energies are from the ωB97M-V functional and the def2-TZVPD basis.

The HOMO energy (alpha / beta) is -0.2412 / -0.2412 hartree. Its HOMO-LUMO gap (alpha / beta) is 5.17 / 5.17 eV. The charge is 0. The total energy is -233506.6409 eV.

Each line ends with the Mulliken charge.
CARTESIAN COORDINATES (ANGSTROEM)
Rh  -0.03  0.04  0.30  -0.295
Te  2.17  2.97  1.65  0.465
C  3.51  4.39  0.83  0.278
C  4.44  4.03  -0.14  0.128
C  5.29  5.00  -0.66  -0.487
N  5.29  6.30  -0.25  -0.657
C  4.40  6.62  0.71  -0.416
C  3.50  5.71  1.27  -0.438
C  1.81  2.11  -0.19  -0.865
P  2.14  0.38  -0.30  0.624
C  2.38  -0.01  -2.06  0.602
C  2.05  -1.28  -2.57  -0.224
C  2.20  -1.55  -3.93  -0.793
C  2.66  -0.55  -4.78  -0.703
C  2.98  0.71  -4.27  -0.599
C  2.84  0.98  -2.92  0.264
C  3.71  0.03  0.53  0.830
C  3.75  -0.15  1.91  0.601
C  4.96  -0.36  2.55  -1.048
C  6.14  -0.42  1.81  -0.661
C  6.10  -0.27  0.42  -0.757
C  4.88  -0.05  -0.22  -0.705
P  0.07  2.35  -0.65  1.505
C  -0.22  2.03  -2.44  0.580
C  -0.25  3.04  -3.43  -0.524
C  -0.51  2.71  -4.76  -0.840
C  -0.76  1.40  -5.14  -0.685
C  -0.76  0.40  -4.17  -0.861
C  -0.51  0.72  -2.84  0.298
C  -0.01  4.14  -0.41  0.459
C  -1.12  4.73  0.20  -0.785
C  -1.17  6.11  0.37  -0.740
C  -0.12  6.91  -0.06  -0.681
C  1.00  6.32  -0.68  -0.977
C  1.05  4.94  -0.84  -0.123
H  4.50  3.00  -0.50  0.256
H  6.02  4.74  -1.43  0.365
H  4.39  7.67  1.04  0.374
H  2.78  6.05  2.02  0.325
H  1.66  -2.05  -1.91  0.197
H  1.95  -2.53  -4.32  0.441
H  2.76  -0.75  -5.85  0.393
H  3.32  1.50  -4.94  0.453
H  3.07  1.96  -2.52  0.181
H  2.83  -0.11  2.48  0.008
H  4.99  -0.49  3.63  0.482
H  7.09  -0.59  2.31  0.388
H  7.02  -0.32  -0.16  0.431
H  4.86  0.06  -1.29  0.398
H  -0.07  4.06  -3.16  0.430
H  -0.52  3.51  -5.51  0.423
H  -0.97  1.15  -6.18  0.395
H  -0.98  -0.63  -4.45  0.493
H  -0.56  -0.07  -2.10  0.062
H  -1.94  4.10  0.54  0.490
H  -2.04  6.57  0.85  0.407
H  -0.15  7.99  0.07  0.401
H  1.83  6.93  -1.01  0.457
H  1.93  4.47  -1.30  0.779
C  1.98  -2.60  0.94  -0.402
C  0.59  -2.99  0.47  0.404
C  0.25  -4.36  0.32  -1.221
C  -1.01  -4.73  -0.04  -0.973
C  -2.00  -3.73  -0.22  0.604
C  -3.35  -3.99  -0.52  -0.149
Br  -3.96  -5.76  -0.79  -0.224
C  -4.23  -2.97  -0.61  -0.336
C  -3.80  -1.64  -0.41  -0.190
Br  -5.05  -0.24  -0.52  -0.146
C  -2.49  -1.32  -0.13  0.715
O  -2.06  -0.09  0.05  -0.630
C  -1.59  -2.39  -0.05  -0.452
N  -0.28  -2.05  0.25  0.703
H  2.52  -3.48  1.31  0.596
H  1.91  -1.86  1.74  -0.202
H  2.58  -2.18  0.15  0.116
H  1.02  -5.10  0.50  0.533
H  -1.27  -5.77  -0.16  0.359
H  -5.28  -3.17  -0.83  0.413
F  2.27  0.43  9.48  -0.258
C  1.17  1.07  9.07  0.833
F  0.14  0.55  9.76  -0.257
F  1.29  2.35  9.43  -0.286
C  0.96  0.92  7.60  0.357
C  0.94  2.02  6.76  -0.626
C  0.75  1.86  5.39  -0.608
C  0.59  0.58  4.84  -0.048
C  0.60  -0.53  5.71  -0.457
C  0.79  -0.35  7.08  -0.953
C  0.41  0.40  3.40  0.959
C  0.25  0.27  2.24  -0.727
H  1.07  3.02  7.18  0.461
H  0.73  2.72  4.73  0.459
H  0.47  -1.53  5.30  0.473
H  0.80  -1.21  7.75  0.363